1.
{"formula": "C21H19ClN2O5", "method": "ωB97M-V/def2-TZVPD", "symbols": ["O", "C", "C", "O", "C", "C", "C", "C", "Cl", "C", "C", "C", "O", "C", "C", "C", "C", "C", "C", "O", "N", "C", "C", "N", "C", "C", "O", "C", "C", "H", "H", "H", "H", "H", "H", "H", "H", "H", "H", "H", "H", "H", "H", "H", "H", "H", "H", "H"], "coordinates": [[3.1775, 0.0978, 1.8023], [2.2459, 0.0185, 1.0362], [1.5194, 1.1156, 0.3281], [1.7993, 2.4061, 0.4741], [1.0727, 3.2678, -0.2861], [1.3610, 4.6282, -0.1541], [0.6687, 5.5574, -0.8952], [-0.3256, 5.1376, -1.7798], [-1.1834, 6.3133, -2.7034], [-0.6226, 3.7998, -1.9192], [0.0730, 2.8442, -1.1751], [-0.2614, 1.4096, -1.3410], [-1.1273, 0.9972, -2.0892], [0.5899, 0.5873, -0.5031], [0.5571, -0.9070, -0.3187], [-0.7816, -1.2764, 0.2501], [-1.8967, -1.7796, -0.3482], [-2.9056, -1.7774, 0.6463], [-2.3259, -1.2676, 1.7650], [-1.0406, -0.9513, 1.5324], [1.6600, -1.1254, 0.5924], [2.2110, -2.4198, 0.8990], [1.3559, -3.2668, 1.8457], [0.2136, -3.9018, 1.2100], [-0.6947, -4.4401, 2.2133], [-1.9095, -5.0724, 1.5354], [-1.5321, -6.0877, 0.6363], [-0.6567, -5.5697, -0.3344], [0.5970, -4.9765, 0.3073], [2.1340, 4.9259, 0.5361], [0.8897, 6.6083, -0.7977], [-1.3880, 3.4540, -2.5970], [0.6988, -1.4495, -1.2601], [-1.9905, -2.0963, -1.3656], [-3.9201, -2.1014, 0.5357], [-2.7048, -1.0841, 2.7509], [2.4003, -2.9546, -0.0359], [3.1672, -2.2191, 1.3912], [2.0146, -4.0199, 2.3151], [0.9778, -2.6123, 2.6345], [-0.1912, -5.2036, 2.8333], [-1.0286, -3.6275, 2.8614], [-2.4689, -4.2912, 1.0017], [-2.5565, -5.5434, 2.2773], [-1.1648, -4.7861, -0.9161], [-0.3954, -6.4024, -0.9897], [1.1402, -5.7742, 0.8458], [1.2415, -4.5862, -0.4809]], "fmax_ev_per_a": 1.31, "e_above_lowest_kj_mol": 186.39, "e_tot_ha": -1757.531376, "orbital_gap_ev": 7.874, "homo_ev": -8.36, "smiles": "O=C1c2oc3ccc(Cl)cc3c(=O)c2[C@H](c2ccco2)N1CCN1CCOCC1"}



2.
{"formula": "C23H33AsBr2IOPbS", "method": "ωB97M-V/def2-TZVPD", "symbols": ["Pb", "C", "C", "C", "C", "C", "C", "C", "Br", "C", "O", "C", "C", "C", "C", "C", "C", "H", "H", "H", "H", "H", "H", "H", "H", "H", "H", "H", "H", "H", "H", "H", "H", "H", "H", "H", "H", "Br", "C", "C", "C", "C", "C", "C", "I", "H", "H", "H", "H", "C", "As", "C", "C", "S", "H", "H", "H", "H", "H", "H", "H", "H", "H"], "coordinates": [[0.2223, 0.7195, 0.4215], [3.4799, -5.9075, -3.2199], [2.3215, -5.0530, -3.8440], [2.7244, -4.6808, -5.3083], [1.0319, -5.8772, -3.8595], [2.2427, -3.8097, -3.0664], [1.0028, -3.4624, -2.3466], [0.9547, -2.3333, -1.6596], [-0.6044, -1.8774, -0.6886], [2.1119, -1.3792, -1.6065], [2.0018, -0.3310, -1.0243], [3.4032, -1.7738, -2.3118], [3.3732, -2.9485, -2.9923], [4.6614, -0.9369, -2.2847], [5.0475, -0.6007, -3.7510], [4.5808, 0.3759, -1.4991], [5.7782, -1.8119, -1.6461], [3.5393, -6.8228, -3.8091], [3.2626, -6.1739, -2.1851], [4.4463, -5.4081, -3.2667], [2.8085, -5.6180, -5.8583], [3.6821, -4.1655, -5.3683], [1.9573, -4.0680, -5.7829], [1.1967, -6.7718, -4.4572], [0.2010, -5.3347, -4.3165], [0.7417, -6.2120, -2.8610], [0.1544, -4.1317, -2.3833], [4.2654, -3.2533, -3.5155], [4.2589, -0.0332, -4.2501], [5.2658, -1.4899, -4.3427], [5.9469, 0.0136, -3.7298], [3.8283, 1.0568, -1.8995], [5.5471, 0.8690, -1.5787], [4.3781, 0.2139, -0.4387], [5.9943, -2.7061, -2.2313], [5.5169, -2.1127, -0.6293], [6.6870, -1.2127, -1.6005], [-2.6580, -1.1696, 4.4536], [-1.3309, -0.2117, 5.3889], [-1.6879, 0.4433, 6.5565], [-0.7388, 1.1581, 7.2736], [0.5738, 1.2232, 6.8345], [0.9450, 0.5757, 5.6680], [-0.0133, -0.1350, 4.9610], [0.6137, -1.1508, 3.2282], [-2.7115, 0.3832, 6.9025], [-1.0323, 1.6651, 8.1830], [1.3169, 1.7681, 7.4006], [1.9728, 0.6044, 5.3321], [-3.8200, 3.7023, -0.4591], [-2.2494, 3.6822, -1.5509], [-1.1140, 5.1285, -1.0199], [-2.7505, 3.9260, -3.3801], [-1.3070, 1.7206, -1.5176], [-4.3774, 4.6043, -0.7099], [-3.5411, 3.7226, 0.5904], [-4.4192, 2.8235, -0.6775], [-1.6479, 6.0450, -1.2707], [-0.1784, 5.0872, -1.5694], [-0.9358, 5.0926, 0.0508], [-3.2848, 4.8710, -3.4659], [-3.3942, 3.1041, -3.6811], [-1.8554, 3.9460, -3.9956]], "fmax_ev_per_a": 1.02, "charge": 3, "e_tot_ha": -9242.978633, "orbital_gap_ev": 3.437, "homo_ev": -15.40}



3.
{"formula": "C26H39AsBrNO15P2SSn", "method": "ωB97M-V/def2-TZVPD", "symbols": ["Sn", "O", "As", "O", "O", "C", "C", "C", "C", "C", "C", "S", "O", "O", "O", "H", "H", "H", "H", "H", "C", "C", "C", "O", "P", "O", "C", "P", "O", "O", "C", "C", "C", "O", "C", "C", "C", "O", "C", "C", "C", "H", "H", "H", "H", "H", "H", "H", "H", "H", "H", "H", "H", "H", "H", "H", "H", "H", "H", "H", "H", "H", "H", "H", "H", "H", "H", "H", "H", "H", "H", "Br", "C", "C", "C", "C", "C", "C", "C", "O", "O", "H", "H", "H", "H", "O", "N"], "coordinates": [[0.1000, -1.1749, 0.4606], [3.7627, -2.4327, -0.4308], [3.2732, -2.2505, 1.2582], [4.5538, -1.6967, 2.1027], [1.9606, -1.1653, 1.2735], [2.8819, -4.0844, 1.7476], [3.9101, -4.6598, 2.4804], [3.8684, -6.0139, 2.7935], [2.8138, -6.7973, 2.3653], [1.7742, -6.2312, 1.6372], [1.8102, -4.8822, 1.3379], [0.4227, -4.1624, 0.5118], [0.9982, -3.2426, -0.5001], [-0.3870, -5.2188, -0.0224], [-0.2276, -3.3264, 1.5440], [4.5932, -1.9420, -0.4927], [4.7358, -4.0334, 2.7945], [4.6705, -6.4543, 3.3713], [2.7934, -7.8538, 2.5977], [0.9322, -6.8184, 1.2990], [-1.5672, 2.2901, 4.6368], [-1.4114, 3.3624, 3.5807], [-2.1797, 4.6273, 3.8882], [-1.9296, 2.8739, 2.3045], [-1.0422, 1.9903, 1.3453], [-0.3765, 0.8242, 1.9727], [0.2574, 3.0558, 0.6849], [1.0624, 2.3142, -0.7601], [0.7923, 0.8595, -0.8545], [2.5908, 2.6804, -0.6407], [3.3993, 1.8952, 0.3169], [4.2413, 0.9203, -0.4661], [4.2068, 2.8855, 1.1205], [0.5251, 3.1967, -1.9328], [0.9003, 3.1316, -3.3490], [1.7420, 1.9191, -3.6908], [1.5887, 4.4385, -3.6745], [-2.0056, 1.5818, 0.1906], [-3.1349, 2.2682, -0.4323], [-4.3856, 1.9674, 0.3616], [-2.8627, 3.7450, -0.6265], [-1.1391, 2.6410, 5.5764], [-1.0605, 1.3740, 4.3406], [-2.6243, 2.0711, 4.7931], [-0.3515, 3.6038, 3.4476], [-3.2409, 4.4026, 3.9990], [-2.0601, 5.3627, 3.0931], [-1.8167, 5.0624, 4.8191], [1.0232, 3.0957, 1.4629], [-0.0826, 4.0644, 0.4531], [2.7184, 1.3353, 0.9668], [4.8812, 1.4569, -1.1695], [3.6118, 0.2187, -1.0117], [4.8660, 0.3585, 0.2316], [4.8588, 3.4621, 0.4625], [4.8194, 2.3504, 1.8455], [3.5613, 3.5810, 1.6580], [-0.0586, 3.0674, -3.8655], [2.7315, 1.9901, -3.2383], [1.8574, 1.8786, -4.7740], [1.2708, 0.9949, -3.3602], [2.5200, 4.5178, -3.1126], [0.9546, 5.2868, -3.4209], [1.8175, 4.4802, -4.7397], [-3.1935, 1.7776, -1.4034], [-4.3202, 2.3986, 1.3609], [-4.5300, 0.8911, 0.4430], [-5.2484, 2.3959, -0.1500], [-2.7986, 4.2657, 0.3300], [-3.6896, 4.1767, -1.1905], [-1.9443, 3.9065, -1.1930], [-6.4494, -3.0551, -2.5585], [-4.7031, -3.7887, -2.5409], [-4.5443, -5.0325, -3.1254], [-3.2877, -5.6202, -3.1765], [-2.1907, -4.9597, -2.6542], [-2.3488, -3.7014, -2.0974], [-3.6009, -3.1003, -2.0285], [-3.7904, -1.7775, -1.3663], [-4.6234, -1.5244, -0.5540], [-3.0278, -0.6942, -1.8045], [-5.4076, -5.5389, -3.5330], [-3.1758, -6.5983, -3.6252], [-1.2131, -5.4188, -2.6484], [-1.4862, -3.2141, -1.6692], [-1.4258, 0.0648, -2.9756], [-1.7089, -0.8958, -2.4012]], "fmax_ev_per_a": 0.42, "e_above_lowest_kj_mol": 72.67, "e_tot_ha": -8302.694006, "orbital_gap_ev": 8.295, "homo_ev": -8.85}